Below is an isolated ion of composition C5H10NO and charge -1 at a distorted geometry, with properties calculated with ωB97M-V with the def2-TZVPD basis set.

ORCA input file:
```
! RIJCOSX wB97M-V def2-TZVPD def2/J DEFGRID3
* xyz -1 1
O 1.63 -1.33 2.42
N -2.77 -0.09 -1.89
C -0.47 0.23 -0.99
C -1.68 0.74 -1.31
C 0.74 1.00 -0.32
C 1.31 -0.95 1.14
C 1.21 0.56 0.99
H -1.97 1.53 -0.54
H -0.22 -0.86 -1.25
H 0.64 2.15 -0.35
H 1.60 0.77 -1.03
H 0.49 0.84 1.74
H 2.04 -1.34 0.42
H -2.58 -0.30 -2.86
H 2.09 1.16 1.24
H 0.27 -1.31 0.70
H -2.74 -0.84 -1.33
*
```

The SMILES is N/C=C/CCC[O-]. For the LUMO energy, the calculation gives 0.142 Ha. For the HOMO-LUMO gap, the calculation gives 6.13 eV. The calculation puts the energy above the lowest of the compared OMol25 structures with the same formula, charge and spin at 43.8 kcal per mole.

Atomic partial charges in e from the Mulliken method, atoms 1 to 8:
1 O -0.894
2 N -0.611
3 C -0.348
4 C -0.215
5 C -0.536
6 C -0.225
7 C -0.511
8 H 0.276

---

Below is C35H33GeIN4O5Pb as an isolated structure, with properties calculated with ωB97M-V with the def2-TZVPD basis set.

ORCA input file:
```
! RIJCOSX wB97M-V def2-TZVPD def2/J DEFGRID3
* xyz 1 2
Pb -0.46 2.57 0.31
I 0.26 4.88 2.46
Ge -1.89 -1.00 -0.72
O -1.33 0.17 0.62
O 4.10 -1.01 3.51
O -1.87 -0.96 2.48
O -4.31 1.54 0.54
O 1.46 0.89 -0.76
N -2.39 3.62 -1.25
N 4.26 -1.24 -1.13
N -2.42 2.49 1.46
N 1.37 1.69 2.20
C -2.49 1.94 -4.39
C 3.15 -0.59 -1.39
C -1.20 1.66 -3.94
C 2.53 -0.73 -2.73
C 0.97 1.52 5.89
C -3.59 1.36 -3.76
C -2.11 0.22 -2.22
C 1.03 -4.85 -3.11
C 1.26 1.18 4.58
C -1.17 -3.14 -3.03
C -1.02 0.80 -2.86
C 1.09 2.10 3.54
C 1.84 -3.91 -0.97
C -0.36 -2.18 -0.88
C -0.23 -3.08 -1.97
C -2.40 1.39 2.41
C 2.48 1.08 2.07
C 0.89 -3.95 -2.02
C 0.59 -2.17 0.12
C 0.10 -4.88 -4.11
C 1.69 -3.05 0.07
C -3.48 2.44 0.60
C 0.29 3.70 5.18
C -3.40 0.50 -2.69
C 4.91 -0.43 2.50
C 0.49 2.78 6.19
C 0.58 3.36 3.86
C 2.47 0.27 -0.40
C -3.55 3.65 -0.34
C -1.01 -4.01 -4.07
C -1.87 0.07 1.87
C 3.04 0.35 0.93
C 4.76 -1.13 0.11
C 4.20 -0.37 1.16
C -3.56 -1.78 -0.17
H 1.88 -5.52 -3.13
H -1.74 -4.03 -4.87
H 1.11 0.78 6.67
H -3.48 4.56 0.26
H 0.25 3.05 7.21
H -2.64 2.60 -5.24
H -4.59 1.57 -4.12
H -2.54 2.93 -1.98
H -3.94 -2.41 -0.97
H -4.27 -0.99 0.06
H 1.56 -1.24 -2.63
H 2.42 -3.04 0.88
H -2.26 4.51 -1.71
H -4.26 0.08 -2.19
H -3.40 1.16 2.77
H -0.09 4.68 5.41
H 5.18 0.57 2.84
H 4.07 -1.96 3.40
H 5.67 -1.68 0.30
H -3.40 -2.40 0.72
H 3.14 1.05 2.94
H 5.85 -0.98 2.38
H -0.01 0.58 -2.53
H 2.32 0.25 -3.16
H 1.61 0.19 4.34
H 2.69 -4.59 -1.02
H 0.21 -5.57 -4.93
H -0.35 2.10 -4.43
H -1.79 1.64 3.28
H 0.47 -1.51 0.97
H -4.51 3.63 -0.86
H 3.18 -1.30 -3.38
H -2.02 -2.47 -3.03
*
```

For the LUMO energy (spin up / spin down), the calculation gives -0.125 / -0.199 Ha. For the HOMO-LUMO gap (spin up / spin down), the calculation gives 7.27 / 5.24 eV. The calculation puts the energy above the lowest of the compared OMol25 structures with the same formula, charge and spin at 8.3 kcal per mole.

Atomic partial charges in e from the Mulliken method, atoms 1 to 8:
1 Pb 1.175
2 I 0.093
3 Ge 0.893
4 O 0.530
5 O -0.455
6 O -0.600
7 O -0.631
8 O -0.424

---

Below is a 5-piece molecular cluster, C24H41ClO17PS2 overall at a distorted geometry, with properties calculated with ωB97M-V with the def2-TZVPD basis set.

ORCA input file:
```
! RIJCOSX wB97M-V def2-TZVPD def2/J DEFGRID3
* xyz 1 1
Cl 0.58 -2.51 -3.49
S 1.94 -4.84 1.27
S -0.48 -0.65 1.81
P 0.87 -0.35 0.31
O -4.57 0.52 -1.23
O 2.57 -6.74 -2.86
O -4.80 -6.39 0.52
O 2.02 -0.61 -2.51
O -2.58 -6.25 0.87
O 2.01 -5.58 2.49
O 1.17 10.97 3.51
O -2.51 -0.13 -0.62
O -0.34 7.20 0.93
O 3.35 11.47 3.21
O -4.23 -0.29 0.80
O -3.36 -7.66 -0.66
O 2.01 -8.11 -4.53
O 0.89 -3.65 1.43
O 2.83 -8.97 -2.61
O 1.67 -5.53 0.03
O 2.03 10.95 1.46
C 1.52 -6.82 -4.90
C 0.10 6.01 1.56
C 0.49 3.72 0.52
C 2.51 -8.04 -3.27
C 1.11 -1.35 -2.30
C -1.73 7.45 1.03
C 3.39 -3.88 1.06
C -1.94 -7.62 -0.86
C 2.29 11.16 2.77
C 2.47 -0.80 1.05
C 3.53 -1.47 0.16
C 0.31 -1.43 -1.03
C -3.68 0.03 -0.37
C -0.12 2.34 0.24
C -5.58 0.21 0.81
C -5.88 0.32 -0.67
C -0.56 4.72 1.04
C -1.46 -7.03 0.45
C 0.93 1.35 -0.30
C 3.27 -2.95 -0.17
C -3.70 -6.74 0.27
C 0.06 10.84 2.63
C 2.30 -5.90 -3.98
C 0.72 10.37 1.34
H 1.17 5.96 1.38
H 2.29 -3.08 -0.62
H -1.26 4.93 0.23
H -2.24 7.21 0.09
H -0.65 10.12 3.04
H 1.94 1.74 -0.10
H -0.59 -6.39 0.35
H 4.18 -4.62 0.93
H -0.72 -1.13 -1.25
H 3.99 -3.26 -0.93
H -1.87 8.51 1.23
H -0.61 1.99 1.15
H 3.69 -0.91 -0.76
H -1.53 -0.26 1.06
H 1.70 -6.64 -5.96
H -6.52 1.16 -0.93
H 1.27 3.61 1.28
H 0.23 10.74 0.44
H -1.73 -6.96 -1.71
H -2.19 6.87 1.83
H -0.04 6.09 2.65
H 0.44 -6.79 -4.70
H -6.29 -0.60 -1.09
H 0.93 4.11 -0.40
H 4.47 -1.41 0.72
H 3.55 -3.33 1.99
H 0.85 1.29 -1.39
H -1.11 4.23 1.85
H -6.23 -0.48 1.35
H 0.82 9.29 1.29
H 2.26 -1.40 1.94
H -5.58 1.18 1.31
H -1.56 -8.61 -1.07
H -0.92 2.46 -0.51
H 1.75 -5.03 -3.64
H 0.25 -2.47 -0.68
H -0.43 11.81 2.52
H 2.87 0.16 1.42
H -1.26 -7.80 1.20
H 0.03 -4.03 1.68
H 3.25 -5.59 -4.42
*
```

For the LUMO energy, the calculation gives -0.096 Ha. For the HOMO-LUMO gap, the calculation gives 9.53 eV.

Atomic partial charges in e from the Mulliken method, atoms 1 to 8:
1 Cl -0.158
2 S 1.004
3 S -0.281
4 P 1.040
5 O -0.319
6 O -0.238
7 O -0.523
8 O -0.408

---

Below is C19H15IMnN5O6 as an isolated structure at a distorted geometry, with properties calculated with ωB97M-V with the def2-TZVPD basis set.

ORCA input file:
```
! RIJCOSX wB97M-V def2-TZVPD def2/J DEFGRID3
* xyz 0 5
I -2.88 -0.84 1.43
Mn -0.77 -0.15 -0.11
O 1.72 2.17 -2.22
O 0.69 0.37 -1.38
O 1.66 -4.86 0.69
O 0.50 -0.83 1.12
O 0.80 6.03 0.02
O 1.80 4.88 -1.60
N -0.51 3.90 1.03
N 0.33 -2.74 -0.14
N -0.59 -1.96 -0.77
N -0.65 1.81 0.49
N -2.00 -0.01 -1.70
C 0.95 1.62 -1.43
C 2.60 -1.86 2.60
C -1.88 -1.10 -2.48
C -2.46 -1.16 -3.72
C -1.07 2.72 1.34
C -1.99 2.52 2.50
C 2.24 -4.02 1.55
C -3.30 1.04 -3.39
C 0.87 -2.04 0.86
C 1.91 -2.66 1.67
C 0.31 3.76 -0.07
C 3.90 -3.75 3.27
C 0.22 2.44 -0.40
C 3.24 -4.55 2.38
C -2.70 1.03 -2.14
C 3.59 -2.39 3.39
C -1.06 -2.19 -1.91
C -3.17 -0.07 -4.19
C 1.01 4.99 -0.56
H 1.86 3.92 -1.94
H -1.91 3.37 3.18
H -0.84 -3.11 -2.45
H 4.68 -4.18 3.89
H -3.62 -0.09 -5.18
H 1.01 -4.35 0.15
H -2.33 -2.06 -4.32
H 2.32 -0.82 2.68
H 4.11 -1.76 4.10
H -0.65 4.79 1.49
H -2.79 1.87 -1.47
H -1.74 1.60 3.01
H -3.02 2.43 2.16
H 3.47 -5.60 2.28
H -3.86 1.91 -3.72
*
```

For the LUMO energy (spin up / spin down), the calculation gives -0.049 / -0.057 Ha. For the HOMO-LUMO gap (spin up / spin down), the calculation gives 6.63 / 6.83 eV. The calculation puts the energy above the lowest of the compared OMol25 structures with the same formula, charge and spin at 10.2 kcal per mole.

Atomic partial charges in e from the Mulliken method, atoms 1 to 8:
1 I -0.360
2 Mn -1.062
3 O -0.890
4 O -0.369
5 O -0.656
6 O -0.598
7 O -0.619
8 O -0.531